Here is a structure of composition C32H46CrGeIN4O5P in a non-equilibrium geometry from the OMol25 dataset. Energies are from the ωB97M-V functional and the def2-TZVPD basis.

```
! wB97M-V def2-TZVPD RIJCOSX def2/J DEFGRID3
* xyz -2 5
Cr -1.782 1.326 -0.721
C -1.422 4.591 2.148
C -2.737 4.681 2.648
C -3.721 3.877 2.149
C -3.413 2.945 1.116
N -2.120 2.867 0.659
C -1.176 3.659 1.155
C -4.350 2.078 0.509
C -5.734 2.022 0.841
C -6.561 1.158 0.182
C -6.046 0.318 -0.829
C -4.694 0.408 -1.101
N -3.871 1.243 -0.476
H -0.623 5.216 2.518
H -2.973 5.388 3.436
H -4.728 3.944 2.536
H -0.194 3.508 0.721
H -6.127 2.662 1.618
H -7.613 1.117 0.443
H -6.666 -0.387 -1.364
H -4.219 -0.219 -1.848
O -1.723 0.116 0.839
C -1.918 -1.166 0.903
C -2.317 -1.747 2.127
C -2.480 -3.111 2.260
C -2.259 -3.969 1.186
C -1.870 -3.419 -0.027
C -1.698 -2.046 -0.183
C -1.277 -1.528 -1.483
N -1.634 -0.323 -1.965
C -1.130 -0.275 -3.244
C -0.473 -1.448 -3.483
N -0.570 -2.233 -2.365
H -2.483 -1.077 2.962
H -2.785 -3.518 3.220
H -2.379 -5.040 1.291
H -1.676 -4.056 -0.882
H -1.252 0.595 -3.866
H 0.096 -1.778 -4.337
H 0.354 -3.068 -2.158
C 3.974 0.445 3.368
Ge 2.173 1.220 3.369
C 1.339 0.926 5.126
C 2.284 3.145 3.033
C 1.131 0.426 1.925
H 4.594 0.853 4.168
H 4.443 0.650 2.407
H 3.916 -0.638 3.486
H 1.929 1.388 5.919
H 1.247 -0.140 5.337
H 0.339 1.360 5.143
H 2.978 3.647 3.709
H 1.297 3.590 3.147
H 2.608 3.300 2.003
H 0.849 -0.614 2.128
H 0.200 0.981 1.792
I -0.712 3.647 -3.446
C -2.263 2.652 -2.300
H -2.883 2.188 -3.072
H -2.821 3.501 -1.900
C 3.445 -4.191 -1.534
C 1.956 -4.259 -1.162
C 1.603 -5.715 -0.807
C 1.718 -3.378 0.072
O 1.216 -3.840 -2.246
P 1.264 0.521 -0.760
O 1.959 0.527 0.776
O 0.186 1.654 -0.667
O 2.617 1.305 -1.334
C 3.305 0.993 -2.539
C 2.685 -0.165 -3.321
C 3.305 2.254 -3.401
C 4.732 0.638 -2.125
H 4.096 -4.480 -0.701
H 3.693 -3.171 -1.831
H 3.642 -4.850 -2.383
H 2.227 -6.118 -0.004
H 1.724 -6.336 -1.698
H 0.559 -5.769 -0.491
H 2.273 -3.744 0.944
H 0.660 -3.366 0.325
H 2.024 -2.349 -0.126
H 1.709 0.118 -3.706
H 2.535 -1.058 -2.717
H 3.330 -0.421 -4.166
H 2.282 2.528 -3.656
H 3.875 2.098 -4.321
H 3.749 3.080 -2.843
H 4.737 -0.273 -1.523
H 5.150 1.445 -1.521
H 5.365 0.483 -3.002
*
```

## Properties
molar mass	849.23	g mol⁻¹
⟨S²⟩	6.047
LUMO (spin up / spin down)	4.18 / 4.17	eV
Kohn-Sham gap (spin up / spin down)	4.5 / 6.3	eV

Partial charges, Mulliken, in e: -0.10 -1.09 -0.52 -1.11 0.54 0.86 -0.54 0.26 -1.01 -0.43 -1.06 -0.34 0.70 0.49 0.39 0.32 0.69 0.31 0.39 0.41 0.44 -0.14 -0.14 -0.97 -0.48 -0.81 -0.25 0.69 0.02 1.04 -0.57 -1.22 -0.11 0.44 0.35 0.38 0.41 0.36 0.49 0.22 -1.27 0.49 -1.31 -1.03 0.26 0.38 0.34 0.38 0.39 0.37 0.37 0.43 0.15 0.31 0.37 -0.56 -0.25 -1.17 0.57 0.65 -1.67 2.42 -1.89 -1.42 -0.85 0.90 -0.59 -0.52 -0.06 2.15 -1.72 -1.75 -1.96 0.33 0.13 0.42 0.34 0.42 0.32 0.56 0.06 0.10 0.30 0.23 0.56 0.13 0.40 0.36 0.32 0.37 0.42

---

Here is a cluster of 2 separate species, C4H11NO3 in total in a non-equilibrium geometry from the OMol25 dataset. Energies are from the ωB97M-V functional and the def2-TZVPD basis.

```
! wB97M-V def2-TZVPD RIJCOSX def2/J DEFGRID3
* xyz 0 1
C 0.448 1.209 -0.945
N 0.650 -0.118 -0.384
C -0.428 -0.988 -0.203
C -1.337 -0.878 1.100
O -0.893 -1.361 2.111
C -1.320 -0.998 -1.471
O -1.997 -2.208 -1.660
H -0.065 1.159 -1.890
H 0.032 1.957 -0.286
H 1.541 1.356 -1.162
H 1.243 -0.144 0.375
H 0.039 -2.138 -0.201
H -2.386 -0.601 1.064
H -0.724 -1.004 -2.263
H -2.053 -0.201 -1.573
H -2.906 -2.178 -1.413
O 3.880 4.101 1.488
H 4.362 3.404 1.872
H 4.282 4.886 1.763
*
```

## Properties
molar mass	121.14	g mol⁻¹
LUMO	0.75	eV
SMILES	CN[C@@H](C=O)CO.O
Kohn-Sham gap	9.3	eV

Partial charges, Mulliken, in e: -0.93 -0.25 0.44 -0.18 -0.45 -1.08 -0.55 0.36 0.26 0.35 0.26 0.19 0.37 0.46 0.43 0.33 -0.62 0.31 0.31

---

Here is a structure of composition C36H27Cu3F2N3O18Pt in a non-equilibrium geometry from the OMol25 dataset. Energies are from the ωB97M-V functional and the def2-TZVPD basis.

```
! wB97M-V def2-TZVPD RIJCOSX def2/J DEFGRID3
* xyz 0 4
Cu -3.503 0.500 1.299
Cu 0.404 -1.602 4.860
Cu 3.486 -1.485 -0.097
Pt -0.423 3.017 -0.615
C -2.780 2.610 6.251
C -3.535 2.760 4.983
C -3.784 1.451 4.182
O -4.518 1.520 3.206
C -3.186 0.210 4.582
C -2.577 0.170 5.829
C -2.327 1.412 6.672
O -1.721 1.359 7.870
O -2.099 -0.958 6.193
O -3.836 3.832 4.475
H -2.484 3.471 6.832
H -3.275 -0.693 3.996
C -0.846 -0.349 1.722
C -0.175 -1.531 1.612
C 0.627 -1.874 0.377
O 1.441 -2.903 0.158
C 0.658 -1.058 -0.743
C 0.057 0.258 -0.678
C -0.796 0.565 0.622
O -1.467 1.602 0.691
O -0.004 1.098 -1.537
O -0.246 -2.302 2.651
H -1.339 -0.037 2.631
H 1.089 -1.382 -1.679
C -6.004 3.125 -0.805
C -4.621 2.998 -0.549
C -3.554 3.511 -1.720
O -2.333 3.336 -1.622
C -4.208 4.217 -2.859
C -5.536 4.401 -2.907
C -6.517 3.691 -1.943
O -7.817 3.524 -2.163
O -5.877 5.342 -3.654
O -4.199 2.555 0.525
H -6.718 2.661 -0.141
H -3.538 4.778 -3.493
C 3.027 6.077 -3.586
C 3.349 4.876 -4.481
O 2.991 3.843 -3.591
C 2.052 4.277 -2.701
O 1.255 3.631 -1.977
O 1.952 5.601 -2.784
F 4.636 4.763 -4.742
H 2.647 6.895 -4.199
H 3.839 6.340 -2.908
H 2.727 4.907 -5.375
C -0.166 -5.739 1.946
C 0.764 -6.749 2.513
O 0.176 -7.236 3.724
C -0.877 -6.524 3.959
O -1.435 -6.483 5.073
O -1.213 -5.666 2.955
F 1.875 -6.180 2.814
H -0.770 -6.048 1.093
H 0.188 -4.819 1.481
H 1.031 -7.638 1.942
N 4.262 -3.589 1.081
C 5.306 -3.889 0.276
C 6.473 -3.342 0.723
C 6.099 -2.667 1.896
C 4.754 -2.868 2.153
H 3.365 -4.041 0.976
H 5.164 -4.566 -0.554
H 7.457 -3.407 0.283
H 6.839 -2.132 2.473
H 4.178 -2.587 3.023
N -3.763 -0.948 -3.551
C -3.549 0.360 -3.830
C -2.170 0.655 -3.638
C -1.539 -0.603 -3.536
C -2.565 -1.556 -3.432
H -4.615 -1.413 -3.272
H -4.390 1.038 -3.809
H -1.636 1.589 -3.732
H -0.474 -0.777 -3.488
H -2.609 -2.590 -3.122
N 3.428 0.283 -2.270
C 3.464 -0.958 -2.832
C 4.665 -1.466 -2.572
C 5.515 -0.648 -1.937
C 4.692 0.469 -1.762
H 2.763 1.043 -2.286
H 2.655 -1.476 -3.326
H 4.798 -2.475 -2.932
H 6.565 -0.834 -1.764
H 4.903 1.468 -1.410
*
```

## Properties
molar mass	1213.33	g mol⁻¹
⟨S²⟩	3.817
LUMO (spin up / spin down)	-2.52 / -2.79	eV
Kohn-Sham gap (spin up / spin down)	4.6 / 4.2	eV

Partial charges, Mulliken, in e: 0.60 0.79 0.71 3.72 -0.50 0.35 0.62 -0.80 -0.33 0.26 0.39 -0.55 -0.83 -0.52 0.47 0.65 -0.69 0.35 -0.36 -0.91 0.52 0.35 0.34 -1.11 -1.37 -0.76 0.53 0.61 -0.38 0.20 0.23 -1.11 -0.61 0.33 0.24 -0.68 -0.63 -0.59 0.48 0.40 -0.47 0.26 -0.24 0.26 -0.71 -0.32 -0.27 0.27 0.31 0.33 0.13 0.45 -0.30 0.64 -0.59 -0.33 -0.27 0.25 -0.31 0.28 0.16 -0.52 -0.42 -0.34 -0.78 0.17 0.44 0.49 0.42 0.46 0.05 -0.93 -0.04 -0.24 -0.71 0.27 0.46 0.39 0.38 0.41 0.30 -0.37 -0.49 -0.53 -0.69 0.08 0.40 0.42 0.49 0.46